Computed, not measured: a molecular structure, C2H9NO, with ωB97M-V/def2-TZVPD.

Results
E_tot, eV: -5755.794
Frontier orbital gap, hartree: 0.361
Max |F|, Eh/bohr: 0.1063
Relative energy (zero: lowest compared OMol25 entry of this formula, charge and spin), kcal/mol: 39.9

Structure (XYZ):
```
13
Properties=species:S:1:pos:R:3:mulliken_charge:R:1
H -0.935 -0.989 -1.253 0.491
O -0.735 -1.983 -1.915 -0.821
N -1.011 0.115 -0.459 -0.545
H 0.163 -1.757 -1.892 0.238
H -0.729 1.094 -0.867 0.260
C 0.149 -0.214 0.525 -0.165
H 0.734 -1.028 0.058 0.218
H -0.205 -0.691 1.507 0.213
H -1.816 0.374 -0.022 0.264
C 0.884 1.052 0.957 -1.092
H 1.477 0.805 1.880 0.333
H 1.807 1.240 0.317 0.296
H 0.217 1.981 1.164 0.311
```


Computed, not measured: 4 unconnected molecules or ions with the total composition C17H41N3O3PS, with ωB97M-V/def2-TZVPD.

Results
E_tot, eV: -49023.662
Frontier orbital gap, hartree: 0.324
Total charge: +1
Max |F|, Eh/bohr: 0.0524
Relative energy (zero: lowest compared OMol25 entry of this formula, charge and spin), kcal/mol: 0.0

Structure (XYZ):
```
66
Properties=species:S:1:pos:R:3:mulliken_charge:R:1
C 4.194 0.206 -1.251 -1.070
C 4.049 1.612 -1.834 -0.688
C 2.883 1.685 -2.843 -0.443
C 1.640 2.346 -2.232 -0.678
C 0.307 1.921 -2.932 -0.636
C -0.253 0.770 -2.192 0.189
C -1.040 0.713 -1.110 0.125
P -1.753 2.142 -0.173 0.204
S -1.024 3.877 -0.623 -0.292
N -1.253 -0.647 -0.792 -0.013
C -0.601 -1.349 -1.694 -0.056
N -0.018 -0.560 -2.539 0.431
N 0.750 -0.893 -3.655 -0.883
H 4.616 -0.491 -1.974 0.320
H 4.863 0.229 -0.391 0.383
H 3.217 -0.163 -0.927 0.168
H 4.957 1.850 -2.387 0.365
H 3.919 2.338 -1.032 0.397
H 3.173 2.222 -3.746 0.397
H 2.639 0.657 -3.109 0.252
H 1.601 2.000 -1.198 0.405
H 1.730 3.429 -2.219 0.403
H -0.355 2.777 -2.899 0.053
H 0.481 1.692 -3.981 0.378
H -3.128 2.119 -0.479 0.115
H -1.558 1.946 1.210 0.075
H -1.770 -1.059 -0.023 0.193
H -0.565 -2.425 -1.739 0.434
H 0.745 -1.897 -3.795 0.256
H 0.369 -0.437 -4.476 0.223
C -0.795 -1.475 4.862 -1.136
C -0.760 -1.868 3.397 0.364
C 0.416 -1.231 2.677 -1.061
O -1.982 -1.468 2.759 -0.577
H -0.903 -0.391 4.967 0.432
H -1.647 -1.932 5.362 0.289
H 0.110 -1.785 5.376 0.264
H -0.699 -2.953 3.309 0.239
H 0.347 -0.139 2.712 0.258
H 0.423 -1.518 1.621 0.201
H 1.360 -1.533 3.130 0.400
H -2.052 -0.510 2.836 0.352
C -1.912 2.975 -6.840 -1.213
C -2.396 3.942 -5.769 0.332
C -2.629 5.330 -6.341 -1.300
O -1.439 4.008 -4.706 -0.470
H -0.960 3.312 -7.260 0.338
H -1.744 1.984 -6.414 0.223
H -2.635 2.887 -7.651 0.415
H -3.321 3.567 -5.329 0.266
H -1.699 5.740 -6.746 0.357
H -2.970 6.012 -5.562 0.325
H -3.374 5.310 -7.137 0.387
H -0.614 4.342 -5.078 0.319
C 0.264 -5.267 8.627 -1.345
C -0.473 -4.550 7.507 0.360
C -0.445 -5.359 6.219 -1.126
O 0.111 -3.264 7.284 -0.518
H 1.315 -5.413 8.364 0.358
H 0.240 -4.673 9.541 0.324
H -0.179 -6.242 8.833 0.383
H -1.507 -4.372 7.805 0.287
H 0.585 -5.507 5.881 0.324
H -0.974 -4.830 5.423 0.182
H -0.908 -6.337 6.354 0.405
H 1.028 -3.401 7.023 0.354
```


Computed, not measured: C2H3PS in the gas phase, with ωB97M-V/def2-TZVPD.

Results
E_tot, eV: -22243.145
Frontier orbital gap (alpha / beta), hartree: 0.223 / 0.223
Max |F|, Eh/bohr: 0.1448
Structure (SMILES): [H]/P=C/C=S
Relative energy (zero: lowest compared OMol25 entry of this formula, charge and spin), kcal/mol: 33.0

Structure (XYZ):
```
7
Properties=species:S:1:pos:R:3:mulliken_charge:R:1
C -0.053 -0.299 0.088 -0.297
C 1.018 0.525 0.025 -0.273
P -1.946 0.442 -0.114 0.085
S 2.595 -0.059 -0.036 -0.192
H 0.018 -1.371 0.117 0.343
H 0.889 1.600 -0.003 0.296
H -2.521 -0.838 -0.077 0.038
```


Computed, not measured: a molecular structure, C22H27F7InN8O3Se, with ωB97M-V/def2-TZVPD.

Results
E_tot, eV: -130861.618
Frontier orbital gap, hartree: 0.276
Total charge: -1
Max |F|, Eh/bohr: 0.0037
Relative energy (zero: lowest compared OMol25 entry of this formula, charge and spin), kcal/mol: 0.0

Structure (XYZ):
```
69
Properties=species:S:1:pos:R:3:mulliken_charge:R:1
In -0.072 0.062 -0.149 1.457
N -1.408 -1.912 -0.307 -0.228
C -1.578 -2.390 1.072 -0.666
C -1.613 -1.249 2.100 0.540
O -2.019 -1.490 3.236 -0.775
N -1.167 -0.080 1.641 -0.059
C -1.026 1.045 2.530 -0.666
C -0.141 2.139 1.931 0.544
O 0.150 3.098 2.632 -0.779
O 0.233 2.000 0.695 -0.815
H -2.300 -1.604 -0.679 0.259
H -1.089 -2.639 -0.951 0.076
H -0.731 -3.029 1.327 0.285
H -2.485 -2.981 1.204 0.352
H -0.604 0.751 3.492 0.268
H -1.995 1.506 2.748 0.512
F 2.327 -1.704 -0.507 -0.319
C 1.698 -0.685 -1.208 0.032
F 2.660 0.287 -1.402 -0.300
H 1.479 -1.099 -2.196 0.175
C -2.053 0.296 -5.396 -1.241
C -1.921 0.854 -4.020 0.991
C -2.361 2.041 -3.461 -1.487
C -1.946 2.014 -2.126 0.586
N -1.303 0.871 -1.883 -0.430
N -1.300 0.182 -3.046 0.630
C -2.171 3.045 -1.071 -1.092
H -2.067 1.100 -6.130 0.430
H -2.981 -0.272 -5.496 0.104
H -1.223 -0.374 -5.618 0.300
H -2.899 2.831 -3.956 0.441
H -0.889 -0.765 -3.118 -0.018
H -2.998 2.750 -0.423 0.239
H -2.427 3.997 -1.533 0.378
H -1.284 3.172 -0.452 0.203
C 2.033 0.651 4.020 -0.863
N 3.319 0.726 4.728 0.060
C 3.894 -0.620 4.776 -0.712
N 4.087 -1.197 3.442 0.006
C 2.783 -1.225 2.767 -0.696
N 2.178 0.105 2.661 0.606
C 3.112 0.977 1.925 -0.674
N 4.421 1.059 2.582 -0.008
C 4.216 1.574 3.937 -0.676
C 4.960 -0.296 2.685 -0.763
H 1.602 1.651 3.956 0.235
H 1.356 0.008 4.589 0.257
H 3.226 -1.270 5.347 0.355
H 4.861 -0.576 5.285 0.340
H 2.108 -1.874 3.331 0.322
H 2.912 -1.635 1.766 0.183
H 2.678 1.975 1.856 0.317
H 3.249 0.581 0.918 0.112
H 3.786 2.575 3.871 0.371
H 5.184 1.635 4.443 0.365
H 5.935 -0.255 3.179 0.333
H 5.093 -0.699 1.679 0.358
F -5.663 -2.855 -6.548 -0.335
C -4.515 -2.918 -5.861 0.682
C -4.493 -2.667 -4.503 -0.070
F -5.632 -2.359 -3.867 -0.337
C -3.295 -2.729 -3.813 0.595
F -3.355 -2.468 -2.493 -0.323
C -2.077 -3.028 -4.418 -0.487
Se -0.419 -3.041 -3.496 -0.348
C -2.147 -3.273 -5.789 0.324
F -1.035 -3.537 -6.485 -0.372
C -3.330 -3.225 -6.503 0.240
F -3.339 -3.454 -7.825 -0.325
```